[1]
A single C6HNO molecule in a non-equilibrium geometry, computed with the ωB97M-V functional and the def2-TZVPD basis.

Each line ends with the Löwdin charge.
Cartesian coordinates (Å):
O1 0.844 -2.173 1.760  0.153
N1 3.502 -1.162 0.049  0.184
C1 -0.656 0.385 -0.080  0.022
C2 -1.653 1.171 -0.683  -0.101
C3 1.027 -1.328 0.915  -0.413
C4 -2.421 1.970 -1.148  0.160
C5 2.396 -1.062 0.375  -0.104
C6 0.106 -0.410 0.384  0.061
H1 -3.145 2.608 -1.571  0.038

The HOMO-LUMO gap is 0.3373 Eh. The value obtained for the largest force on an atom is 2.26 eV/Å. Its relative energy (zero: lowest compared OMol25 entry of this formula, charge and spin) is 0.0 kcal per mole. Its SMILES is C#CC#CC(=O)C#N. The calculation puts the molecular weight at 103.08 g mol⁻¹.

---

[2]
A molecular structure, C70H102NO25Tl in a non-equilibrium geometry, computed with the ωB97M-V functional and the def2-TZVPD basis.

Each line ends with the Löwdin charge.
Cartesian coordinates (Å):
Tl1 -0.588 3.020 -4.141  0.901
O1 2.607 -5.812 1.626  -0.169
O2 4.878 -3.825 -4.353  0.034
O3 -3.373 -0.918 4.053  0.031
O4 1.141 -1.025 0.784  0.082
O5 1.038 -2.956 12.255  0.093
O6 -4.424 0.933 -6.440  0.066
O7 2.300 6.430 -7.131  0.103
O8 6.666 1.978 -6.338  0.037
O9 8.260 -0.623 1.301  0.016
O10 3.278 -2.853 8.098  0.028
O11 -0.250 4.787 -8.664  0.109
O12 0.361 1.999 4.168  0.038
O13 -3.603 -6.462 1.836  0.069
O14 -0.797 1.069 -2.884  -0.289
O15 3.510 -0.879 -0.581  0.005
O16 -6.044 -0.087 -0.402  0.072
O17 -1.282 -1.887 11.074  -0.029
O18 0.952 -2.148 6.964  -0.008
O19 4.334 5.220 -7.365  0.260
O20 -2.034 6.076 -8.755  0.163
O21 1.597 2.206 -3.440  -0.265
O22 -0.410 3.610 -0.979  0.007
O23 -3.472 5.878 5.991  0.041
O24 -4.451 2.088 3.390  0.015
O25 -4.330 6.473 -4.732  0.089
N1 2.236 -2.766 3.510  0.063
C1 3.471 -6.099 0.620  -0.143
C2 0.024 6.813 -7.529  0.112
C3 4.860 2.175 -4.739  -0.001
C4 0.057 0.019 -0.970  0.005
C5 -3.930 8.197 -6.279  -0.027
C6 -6.174 1.697 5.004  -0.025
C7 -1.224 -3.185 -1.212  -0.072
C8 -1.754 -3.581 -3.523  -0.121
C9 -3.541 8.514 -3.789  -0.015
C10 7.240 3.352 -4.500  -0.023
C11 0.872 -0.973 -4.925  -0.061
C12 -4.951 -2.046 -0.885  -0.019
C13 -1.393 -2.727 -2.501  -0.103
C14 -3.653 -0.025 0.180  -0.002
C15 -4.568 -0.029 -4.319  -0.022
C16 -0.239 -2.104 10.412  -0.377
C17 1.525 1.373 -2.456  -0.384
C18 7.034 -0.835 1.262  -0.464
C19 -1.168 -0.701 3.165  0.004
C20 6.014 0.308 1.150  -0.018
C21 -2.627 3.579 5.846  -0.006
C22 -4.188 -6.511 4.182  -0.020
C23 2.597 -4.437 1.862  -0.219
C24 4.837 -1.628 -3.485  -0.021
C25 -2.073 -4.891 -3.243  -0.082
C26 1.283 1.666 4.848  -0.489
C27 2.175 -2.678 8.949  -0.209
C28 -5.380 1.356 3.798  -0.471
C29 2.578 1.378 4.139  -0.009
C30 -4.978 -0.579 -0.384  -0.513
C31 -0.132 -1.744 9.031  -0.005
C32 0.952 -2.151 8.166  -0.438
C33 2.033 -4.176 3.251  -0.412
C34 1.047 -2.717 11.094  -0.351
C35 2.217 -2.954 10.227  0.015
C36 -3.999 7.610 -4.945  -0.512
C37 1.257 -0.383 -0.199  -0.355
C38 0.985 -2.330 -5.157  -0.100
C39 1.113 6.148 -7.548  -0.348
C40 4.419 -3.028 -3.551  -0.480
C41 -3.148 -1.064 -6.173  -0.018
C42 2.386 -1.933 -7.059  -0.075
C43 2.246 -0.551 -6.808  -0.125
C44 -3.541 -4.333 2.920  -0.012
C45 1.073 4.768 -8.146  -0.018
C46 1.618 -0.099 -5.726  -0.114
C47 -5.830 0.159 3.012  -0.019
C48 -1.446 -4.517 -0.936  -0.075
C49 -2.217 -0.604 4.242  -0.420
C50 -1.889 -5.335 -1.939  -0.087
C51 6.238 2.429 -5.284  -0.445
C52 1.148 1.540 6.356  -0.008
C53 0.145 0.834 -2.067  -0.442
C54 -0.428 3.154 0.156  -0.466
C55 -1.580 2.500 0.882  -0.008
C56 0.763 3.254 1.080  -0.013
C57 2.600 -0.089 -0.836  -0.341
C58 2.321 4.337 -8.128  0.071
C59 0.531 -4.534 3.232  -0.054
C60 -2.943 5.010 5.337  -0.482
C61 -2.737 5.267 3.865  -0.015
C62 -4.049 0.045 -5.719  -0.528
C63 -1.774 -0.059 5.616  0.003
C64 2.635 0.918 -1.836  0.012
C65 3.295 -3.496 -2.591  -0.008
C66 1.838 -2.881 -6.143  -0.068
C67 3.226 5.197 -7.580  -0.365
C68 6.344 -2.155 1.152  -0.031
C69 -3.755 -5.850 2.847  -0.488
C70 -0.935 5.947 -8.319  -0.401
H1 -5.521 -0.723 3.606  0.088
H2 8.210 2.960 -4.320  0.054
H3 3.415 1.315 4.858  0.083
H4 -1.858 -3.225 -4.555  0.090
H5 -4.410 -3.817 2.443  0.096
H6 3.099 -5.571 -0.276  0.085
H7 7.041 -2.904 0.712  0.097
H8 3.727 -3.460 -1.585  0.068
H9 -4.833 -5.951 4.822  0.061
H10 1.698 -2.518 4.298  0.029
H11 1.927 -2.215 2.738  0.032
H12 2.043 -3.930 -6.216  0.093
H13 3.644 -4.097 1.936  0.122
H14 -2.129 -0.966 -5.676  0.099
H15 4.319 -0.980 -4.230  0.082
H16 -6.004 -2.282 -1.251  0.100
H17 3.025 -2.266 -7.899  0.100
H18 -3.266 -6.777 4.724  0.086
H19 -0.783 0.246 2.823  0.059
H20 -2.857 0.023 -0.568  0.063
H21 -2.967 -1.133 -7.226  0.073
H22 -2.297 -5.590 -4.018  0.093
H23 1.704 3.127 0.578  0.074
H24 2.563 0.402 3.647  0.083
H25 1.615 0.924 -5.440  0.071
H26 -1.313 0.880 5.367  0.028
H27 -2.556 8.866 -3.978  0.065
H28 3.576 1.199 -2.317  0.103
H29 -4.586 -7.514 3.863  0.088
H30 0.076 -4.117 4.164  0.085
H31 -0.025 -4.180 2.337  0.070
H32 6.927 3.718 -3.511  0.067
H33 2.431 -2.810 -2.588  0.081
H34 -4.974 -1.021 -4.021  0.092
H35 -3.321 6.153 3.618  0.088
H36 3.440 -7.181 0.427  0.097
H37 2.546 -4.745 3.995  0.131
H38 -6.946 0.336 3.008  0.110
H39 0.682 4.298 1.529  0.119
H40 2.939 3.469 -8.380  0.159
H41 -0.855 -2.409 -0.558  0.081
H42 -0.308 -1.341 3.450  0.085
H43 -3.087 2.904 5.085  0.064
H44 -1.436 -4.807 0.079  0.082
H45 -3.547 -1.999 -5.786  0.070
H46 -3.685 0.097 -3.648  0.088
H47 -1.664 2.703 1.966  0.092
H48 0.787 2.620 1.935  0.028
H49 -4.829 -2.562 0.094  0.074
H50 -2.966 8.555 -6.466  0.060
H51 4.458 -5.792 0.834  0.071
H52 -5.576 1.983 5.827  0.060
H53 4.255 2.553 -5.502  0.054
H54 3.133 -3.147 10.818  0.130
H55 -2.015 -6.353 -1.691  0.091
H56 -4.217 7.529 -7.062  0.081
H57 0.487 -5.630 3.153  0.073
H58 4.632 -1.159 -2.550  0.043
H59 -2.672 -4.090 2.325  0.058
H60 0.116 1.798 6.604  0.056
H61 7.384 4.296 -5.067  0.083
H62 1.746 2.170 7.050  0.095
H63 6.198 -2.535 2.173  0.097
H64 0.601 -3.139 -4.458  0.105
H65 5.430 -2.156 0.632  0.039
H66 -2.983 3.437 6.861  0.080
H67 -3.826 0.916 0.715  0.070
H68 5.433 0.295 2.122  0.106
H69 -1.549 3.531 5.886  0.063
H70 -1.241 -1.689 -2.776  0.087
H71 2.062 -3.873 1.114  0.126
H72 1.308 0.471 6.660  0.093
H73 -3.408 -3.892 3.867  0.053
H74 5.861 -1.370 -3.811  0.098
H75 -2.949 4.332 3.386  0.048
H76 -5.217 0.856 -4.149  0.099
H77 -4.132 -2.436 -1.495  0.057
H78 -1.265 1.465 0.727  0.067
H79 -0.956 -0.416 -0.894  0.083
H80 2.826 2.180 3.426  0.086
H81 -1.680 5.467 3.755  0.081
H82 4.620 2.662 -3.788  0.085
H83 -1.634 -1.193 2.315  0.060
H84 -4.285 9.333 -3.644  0.093
H85 6.455 1.244 0.984  0.048
H86 0.269 -0.563 -4.124  0.078
H87 -1.063 -0.688 6.148  0.062
H88 2.925 -2.637 7.211  0.084
H89 -5.527 0.165 1.994  0.030
H90 5.339 0.032 0.291  0.070
H91 0.054 7.617 -6.775  0.152
H92 -3.226 -0.833 0.814  0.084
H93 -6.742 0.822 5.342  0.083
H94 3.104 -4.529 -2.829  0.069
H95 -1.116 -1.459 8.537  0.110
H96 -4.609 9.073 -6.284  0.103
H97 -6.895 2.552 4.808  0.119
H98 -2.585 0.112 6.325  0.086
H99 -3.646 8.031 -2.853  0.063
H100 2.811 0.173 -7.439  0.110
H101 4.725 1.079 -4.732  0.082
H102 -2.483 2.642 0.333  0.073

The HOMO-LUMO gap is 0.1686 Eh. The value obtained for the largest force on an atom is 6.08 eV/Å. The net charge is -2. The calculation puts the molecular weight at 1561.95 g mol⁻¹.

---

[3]
12 unconnected molecules or ions with the total composition C70H146F15N7O14 in a non-equilibrium geometry, computed with the ωB97M-V functional and the def2-TZVPD basis.

Each line ends with the Löwdin charge.
Cartesian coordinates (Å):
F1 -1.695 -0.112 -0.701  0.079
F2 3.160 -6.576 -1.506  0.145
F3 -0.224 -3.021 6.364  0.088
F4 -0.576 6.488 -5.269  0.131
F5 10.533 -0.144 0.241  0.156
F6 10.262 -2.190 0.968  0.143
F7 4.998 -5.876 -0.463  0.089
F8 -1.220 -3.843 7.943  0.156
F9 4.954 -6.738 -2.590  0.129
F10 -1.551 -4.603 5.909  0.118
F11 -0.769 5.014 -6.776  0.190
F12 -1.296 1.869 -0.080  0.113
F13 10.576 -1.656 -1.060  0.172
F14 0.173 0.842 -1.129  0.114
F15 -2.082 6.767 -6.816  0.102
O1 -3.287 5.964 -4.128  -0.254
O2 5.236 -3.790 -2.712  -0.196
O3 -2.810 -2.873 4.836  -0.126
O4 1.470 0.656 1.293  -0.110
O5 -3.980 -3.031 6.826  -0.201
O6 2.086 2.977 4.889  0.115
O7 0.032 -7.672 0.642  -0.188
O8 7.797 -1.286 -1.584  -0.238
O9 -1.839 4.164 -4.334  -0.121
O10 -0.421 0.528 2.464  -0.245
O11 7.656 -0.349 0.436  -0.117
O12 -5.798 2.862 -2.149  0.129
O13 3.244 -3.680 -1.634  -0.135
O14 3.485 0.824 -1.891  0.048
N1 0.757 -5.537 3.048  -0.221
N2 2.777 5.059 -4.128  -0.183
N3 4.934 -1.162 -1.668  0.074
N4 -3.396 3.310 4.472  -0.158
N5 -5.722 5.242 -2.441  0.102
N6 1.870 0.693 4.486  0.101
N7 -3.257 -4.042 -2.584  -0.129
C1 4.108 -4.536 -2.386  -0.424
C2 -2.762 -2.721 6.291  -0.481
C3 2.358 -3.905 1.762  -0.050
C4 -1.441 5.819 -6.017  -0.578
C5 -3.668 -1.752 -3.658  -0.189
C6 7.532 -0.545 1.889  -0.249
C7 -5.464 2.388 3.096  -0.132
C8 -0.808 -5.885 -5.129  -0.063
C9 -1.547 1.821 -3.914  -0.067
C10 -4.768 -0.760 -4.268  -0.189
C11 -0.705 0.678 -0.147  -0.515
C12 4.675 -1.127 -0.206  -0.002
C13 1.100 -6.310 5.540  -0.051
C14 6.821 0.605 2.463  -0.103
C15 -4.884 1.215 7.552  -0.039
C16 -2.837 -2.095 2.620  -0.094
C17 -2.572 -4.803 -0.301  -0.165
C18 -3.503 4.863 4.055  -0.061
C19 4.173 1.746 4.667  0.018
C20 -5.798 2.005 1.608  -0.238
C21 -1.355 3.975 3.408  -0.168
C22 1.371 6.192 -2.161  -0.179
C23 1.146 -2.604 -1.307  -0.053
C24 4.038 5.283 -3.220  -0.083
C25 -1.423 -3.533 6.673  -0.587
C26 -3.389 -5.890 -0.929  -0.158
C27 -0.693 -5.877 3.095  0.012
C28 3.335 2.073 1.010  -0.050
C29 9.967 -1.306 0.022  -0.636
C30 4.147 4.244 -2.066  -0.217
C31 -2.378 5.158 3.082  -0.112
C32 4.340 0.050 -2.411  -0.231
C33 -2.509 5.206 -5.057  -0.415
C34 1.866 -3.914 -1.630  -0.287
C35 0.003 -8.083 -0.747  -0.069
C36 -3.938 1.607 6.363  -0.221
C37 1.313 -7.203 1.062  -0.189
C38 2.407 3.902 -6.190  -0.153
C39 2.948 3.628 -4.797  -0.054
C40 4.940 0.289 -3.848  0.050
C41 -4.277 -3.100 -3.309  -0.098
C42 -1.945 -4.308 -3.395  -0.119
C43 1.613 -6.693 2.499  -0.046
C44 -5.280 0.650 1.098  -0.071
C45 -4.112 3.019 5.876  -0.091
C46 -5.845 -0.116 -3.307  -0.083
C47 -3.043 -3.552 -1.085  -0.046
C48 -1.869 3.253 4.595  -0.119
C49 -0.361 5.012 -0.733  -0.078
C50 1.850 1.944 0.898  -0.290
C51 -7.028 5.115 -3.279  0.060
C52 5.423 4.630 -1.302  -0.082
C53 -3.801 -5.565 -2.382  -0.021
C54 0.913 -4.328 2.050  -0.115
C55 0.076 6.327 -1.474  -0.231
C56 4.294 -5.977 -1.674  -0.514
C57 0.110 0.225 1.191  -0.378
C58 -5.236 3.895 -1.876  -0.338
C59 1.463 5.107 -3.343  -0.063
C60 2.738 6.096 -5.169  -0.111
C61 2.741 5.340 -6.491  -0.134
C62 -1.989 -4.934 -4.829  -0.215
C63 -2.547 -1.704 4.064  -0.261
C64 -3.918 3.977 -1.085  0.029
C65 1.137 0.072 5.684  0.051
C66 2.715 1.900 4.840  -0.344
C67 8.358 -1.279 -0.281  -0.449
C68 -3.915 2.428 3.341  -0.097
C69 -2.463 2.865 -4.426  -0.280
C70 1.302 -5.144 4.462  -0.096
H1 -4.234 0.613 1.403  0.057
H2 -1.003 -8.405 -1.016  0.084
H3 4.020 3.432 -4.796  0.123
H4 -3.718 -6.209 -3.258  0.124
H5 0.451 -3.425 2.448  0.126
H6 -5.833 -0.146 1.596  0.084
H7 0.211 -6.941 5.525  0.071
H8 -3.353 4.861 -1.383  0.079
H9 -5.896 1.582 3.691  0.115
H10 2.990 -4.517 1.119  0.077
H11 0.721 -4.264 4.738  0.095
H12 0.469 4.554 -0.194  0.063
H13 1.095 -5.926 6.560  0.086
H14 3.531 -4.649 -3.304  0.130
H15 -3.226 -1.230 -2.810  0.097
H16 -0.346 4.373 3.511  0.116
H17 -3.892 3.864 6.528  0.134
H18 5.310 -0.257 -0.035  0.088
H19 -3.856 -2.471 2.529  0.080
H20 -4.540 5.036 3.768  0.122
H21 -6.000 3.271 3.444  0.104
H22 0.088 -2.734 -1.081  0.051
H23 -5.131 3.254 5.569  0.112
H24 -5.769 5.873 -1.654  0.174
H25 -0.727 4.258 -1.429  0.050
H26 -5.514 0.577 0.037  0.061
H27 7.295 1.555 2.218  0.095
H28 -3.360 2.874 -3.806  0.093
H29 8.071 -2.230 0.168  0.122
H30 -4.658 -3.562 -4.220  0.139
H31 -4.008 -3.199 -0.722  0.139
H32 4.334 1.099 -4.253  0.047
H33 -2.786 -1.835 -4.293  0.098
H34 -5.415 0.420 -2.461  0.040
H35 4.662 -2.089 -1.961  0.089
H36 1.968 -8.065 0.936  0.139
H37 1.640 -4.747 -0.964  0.084
H38 0.046 7.045 -0.654  0.114
H39 3.696 1.128 0.607  0.053
H40 -6.600 -0.820 -2.957  0.067
H41 -7.241 6.167 -3.465  0.108
H42 3.862 6.269 -2.788  0.123
H43 1.784 -7.156 5.478  0.070
H44 -0.934 1.693 -4.806  0.081
H45 6.314 4.646 -1.929  0.088
H46 8.500 -0.642 2.380  0.122
H47 -2.963 -5.394 -4.995  0.096
H48 -4.055 4.067 -0.007  0.070
H49 0.559 4.982 -3.940  0.115
H50 -2.666 5.117 2.032  0.086
H51 2.054 5.716 -7.249  0.124
H52 1.743 -0.714 6.135  0.105
H53 1.515 -4.106 -2.644  0.107
H54 -1.077 -6.210 2.131  0.084
H55 -4.340 -5.748 -0.415  0.118
H56 4.527 1.055 5.432  0.111
H57 2.658 -6.384 2.454  0.138
H58 -4.966 5.524 -3.049  0.094
H59 -5.193 -1.064 -5.224  0.110
H60 0.610 -8.945 -1.022  0.096
H61 -2.756 2.518 -5.417  0.125
H62 -1.503 2.230 4.508  0.126
H63 -0.739 -6.720 -4.432  0.077
H64 2.395 2.895 -4.210  0.126
H65 -6.879 4.555 -4.202  0.107
H66 -3.162 4.700 -5.769  0.129
H67 1.449 2.654 1.622  0.114
H68 -1.530 -5.075 -0.470  0.096
H69 -3.139 -6.934 -0.742  0.119
H70 -1.131 5.125 0.030  0.048
H71 3.789 2.903 0.468  0.068
H72 -2.654 -1.253 1.952  0.049
H73 4.966 -0.646 -4.407  0.099
H74 -1.820 6.080 3.244  0.119
H75 -3.920 0.883 5.548  0.087
H76 -2.215 -2.849 -1.004  0.106
H77 -4.858 -5.331 -2.259  0.116
H78 -5.879 1.609 7.344  0.074
H79 -5.081 -2.800 -2.637  0.123
H80 0.066 -5.235 -5.093  0.078
H81 -0.869 -6.254 -6.153  0.085
H82 2.178 6.074 -1.437  0.100
H83 5.094 -2.095 0.067  0.121
H84 1.529 7.224 -2.472  0.120
H85 -3.498 1.430 3.474  0.112
H86 1.364 3.588 -6.233  0.109
H87 -1.536 3.824 5.462  0.148
H88 -2.432 -1.710 6.530  0.106
H89 1.605 -2.107 -0.452  0.044
H90 -3.148 -0.823 4.293  0.101
H91 1.783 6.615 -5.083  0.121
H92 2.345 -4.841 4.558  0.119
H93 -2.220 -2.895 2.212  0.039
H94 4.276 3.217 -2.406  0.087
H95 6.967 -1.423 2.201  0.116
H96 5.943 -1.202 -1.697  0.084
H97 1.126 0.926 3.843  0.099
H98 -6.308 0.584 -4.002  0.071
H99 -2.893 1.570 6.669  0.104
H100 -1.415 -5.123 3.408  0.109
H101 -1.440 -3.349 -3.511  0.111
H102 3.266 4.238 -1.425  0.088
H103 -1.475 -1.592 3.902  0.087
H104 4.878 5.298 -3.914  0.140
H105 -0.616 6.714 -2.222  0.114
H106 5.752 0.561 2.256  0.041
H107 -1.875 0.781 -3.903  0.064
H108 -5.439 2.833 0.996  0.063
H109 -4.523 1.766 8.420  0.077
H110 -4.072 0.052 -4.480  0.073
H111 2.881 3.194 -6.870  0.126
H112 -6.872 2.011 1.422  0.110
H113 5.382 5.520 -0.674  0.085
H114 6.918 0.594 3.549  0.076
H115 1.421 4.140 -2.841  0.107
H116 0.913 0.870 6.393  0.103
H117 -1.027 2.171 -3.022  0.066
H118 0.209 -0.263 5.222  0.084
H119 0.446 -4.767 1.168  0.100
H120 1.668 2.163 -0.154  0.103
H121 1.217 -2.006 -2.215  0.088
H122 3.597 -1.011 -0.094  0.071
H123 1.568 -7.488 3.243  0.129
H124 3.580 2.322 2.042  0.059
H125 0.140 -0.855 1.048  0.114
H126 -0.709 -6.812 3.656  0.108
H127 -3.330 2.781 2.491  0.116
H128 3.711 5.464 -6.972  0.122
H129 -1.241 -4.867 -2.779  0.114
H130 -4.843 0.141 7.736  0.085
H131 -2.767 -4.601 0.752  0.111
H132 2.438 -0.048 4.101  0.164
H133 5.624 3.798 -0.626  0.066
H134 1.831 -6.547 0.362  0.084
H135 -1.983 -4.022 -5.426  0.105
H136 2.858 -3.796 2.724  0.077
H137 -3.290 3.158 -1.435  0.087
H138 2.428 -2.942 1.257  0.063
H139 -7.647 4.495 -2.630  0.094
H140 -1.198 3.329 2.544  0.090
H141 -3.412 5.422 4.986  0.128
H142 0.386 -7.291 -1.390  0.075
H143 5.921 0.757 -3.760  0.099
H144 4.625 2.723 4.834  0.117
H145 3.577 6.791 -5.182  0.141
H146 4.488 1.334 3.708  0.059

The HOMO-LUMO gap is 0.1695 Eh. The value obtained for the largest force on an atom is 5.35 eV/Å. The net charge is +2. The calculation puts the molecular weight at 1594.94 g mol⁻¹.